Below is a cluster of 10 separate species, C36H80F10N10O22S10 in total in a non-equilibrium geometry, with properties calculated with wB97M-V/def2-TZVPD.

Last column: Löwdin charge in e.
Atoms and positions in Å:
C: 10.6672 -4.7250 -6.8822  0.041
C: 12.0145 -4.7482 -7.6839  -0.299
O: 12.5252 -5.8169 -8.1493  0.113
N: 12.5797 -3.3725 -7.9086  0.099
H: 11.8411 -2.9046 -8.4141  0.180
H: 12.6786 -3.0184 -6.9679  0.180
C: 13.9001 -3.3640 -8.7115  0.058
H: 10.6363 -3.9570 -6.1093  0.098
H: 10.4182 -5.7632 -6.6628  0.103
H: 9.9233 -4.4573 -7.6325  0.100
H: 13.8338 -4.0847 -9.5265  0.107
H: 14.6760 -3.5784 -7.9766  0.112
H: 14.0615 -2.3280 -9.0097  0.107
C: 16.1489 -10.1962 -2.0345  -0.016
C: 15.0025 -10.3484 -1.0712  -0.448
C: 13.6600 -10.0420 -1.7714  -0.114
C: 13.0875 -11.2015 -2.5971  -0.169
C: 13.0132 -12.3700 -1.6698  -0.156
C: 14.3507 -12.8843 -1.0239  -0.435
N: 15.0083 -11.7399 -0.3789  0.150
O: 16.1529 -12.1262 0.3282  0.189
C: 15.2223 -13.5062 -2.1532  0.034
C: 13.9531 -13.8818 0.0982  0.000
C: 15.1769 -9.3724 0.0908  -0.008
H: 16.0810 -10.7804 -2.9522  0.086
H: 17.1661 -10.2592 -1.6481  0.109
H: 16.1008 -9.1643 -2.3824  0.108
H: 13.8063 -9.1453 -2.3736  0.136
H: 12.9811 -9.8266 -0.9463  0.126
H: 13.7347 -11.4798 -3.4288  0.114
H: 12.1143 -10.8938 -2.9795  0.131
H: 12.4337 -13.1776 -2.1171  0.135
H: 12.2351 -12.0698 -0.9680  0.132
H: 15.7974 -14.2784 -1.6421  0.096
H: 15.9404 -12.8025 -2.5743  0.076
H: 14.6477 -14.0343 -2.9141  0.112
H: 13.2894 -14.6517 -0.2951  0.102
H: 13.3661 -13.3713 0.8618  0.106
H: 14.7390 -14.5278 0.4897  0.096
H: 15.3697 -8.3441 -0.2151  0.111
H: 16.1095 -9.6805 0.5636  0.091
H: 14.3198 -9.4079 0.7633  0.107
C: 8.3680 -7.5043 11.5931  -0.082
C: 9.8454 -7.0132 11.4443  -0.189
C: 10.2025 -5.7872 12.3543  -0.140
N: 11.5957 -5.1502 12.3260  -0.241
C: 11.6613 -4.3761 10.9415  0.064
C: 12.7254 -6.1697 12.6224  -0.048
C: 13.8323 -5.3098 13.2631  -0.164
C: 13.1948 -4.0412 13.7214  -0.175
C: 11.6690 -4.0671 13.4690  -0.043
H: 7.6857 -6.7310 11.2401  0.077
H: 8.1206 -7.8186 12.6071  0.077
H: 8.0556 -8.2653 10.8781  0.081
H: 10.0446 -6.9284 10.3760  0.106
H: 10.4822 -7.8246 11.7966  0.100
H: 9.9486 -5.9639 13.3995  0.124
H: 9.6053 -4.8795 12.2675  0.127
H: 10.8873 -3.6123 10.8652  0.109
H: 11.5199 -5.1489 10.1860  0.095
H: 12.6378 -3.9028 10.8387  0.105
H: 13.1090 -6.4798 11.6504  0.137
H: 12.2791 -6.9073 13.2893  0.138
H: 14.7437 -5.1546 12.6857  0.124
H: 14.1803 -5.8333 14.1535  0.116
H: 13.6264 -3.1768 13.2169  0.114
H: 13.6238 -3.7614 14.6835  0.124
H: 11.1310 -3.1510 13.2253  0.140
H: 11.1838 -4.5931 14.2911  0.123
C: 11.2033 -1.7203 3.6222  -0.070
C: 9.7985 -2.3673 3.5237  -0.238
C: 9.8471 -3.7615 2.9783  -0.101
N: 8.4845 -4.5472 2.8803  -0.241
C: 8.0947 -4.9426 4.3116  0.052
C: 8.6236 -5.7209 1.9084  -0.100
C: 8.2622 -5.2814 0.4852  -0.171
C: 7.5773 -3.9474 0.6133  -0.127
C: 7.3327 -3.8794 2.1454  -0.088
H: 11.4745 -1.3868 2.6205  0.077
H: 11.9680 -2.3221 4.1133  0.081
H: 11.0603 -0.7327 4.0608  0.084
H: 9.1267 -1.7404 2.9373  0.115
H: 9.3853 -2.3578 4.5323  0.109
H: 10.4921 -4.3198 3.6568  0.137
H: 10.0979 -3.7468 1.9176  0.134
H: 7.1340 -5.4569 4.2865  0.115
H: 8.1490 -4.0708 4.9636  0.104
H: 8.8802 -5.6316 4.6220  0.107
H: 7.8732 -6.4488 2.2167  0.138
H: 9.6315 -6.1159 2.0360  0.132
H: 7.5602 -5.9617 0.0029  0.121
H: 9.1419 -5.3252 -0.1569  0.112
H: 6.6429 -3.8808 0.0560  0.129
H: 8.3091 -3.2123 0.2784  0.115
H: 6.4139 -4.4049 2.4058  0.144
H: 7.2385 -2.8764 2.5616  0.132
C: 17.5796 4.9706 1.3911  -0.059
C: 18.3642 3.6182 1.3367  -0.228
C: 19.6177 3.6207 2.1921  -0.091
N: 20.3511 2.2071 2.2631  -0.208
C: 19.3827 1.0564 2.5865  0.016
C: 21.2197 2.0099 0.9829  -0.123
C: 22.4950 2.6014 1.2004  -0.164
C: 22.6558 2.8590 2.7467  -0.126
C: 21.4532 2.2607 3.3902  -0.085
H: 18.1930 5.6599 0.8108  0.075
H: 17.4887 5.2753 2.4337  0.082
H: 16.5752 4.9250 0.9702  0.083
H: 18.6629 3.3988 0.3117  0.104
H: 17.7415 2.8061 1.7121  0.104
H: 19.2809 3.7621 3.2190  0.135
H: 20.4021 4.3127 1.8856  0.136
H: 20.0753 0.2177 2.5161  0.088
H: 18.7021 0.6859 1.8199  0.108
H: 18.9146 1.0648 3.5708  0.122
H: 21.3497 0.9288 0.9340  0.134
H: 20.6346 2.2841 0.1051  0.138
H: 23.3235 1.9719 0.8756  0.126
H: 22.6660 3.5246 0.6467  0.123
H: 23.5486 2.4421 3.2127  0.123
H: 22.7279 3.9335 2.9150  0.118
H: 21.6149 1.2206 3.6734  0.130
H: 20.9329 2.7444 4.2169  0.140
N: 17.0998 5.3197 8.6438  -0.281
S: 17.3574 3.8163 9.3301  0.539
O: 17.7644 2.7174 8.4927  -0.309
O: 16.5488 3.3801 10.4393  -0.293
F: 18.6876 4.2783 10.1340  -0.226
S: 15.6474 5.1108 8.3231  0.455
O: 14.5937 5.2044 9.3544  -0.304
O: 15.4248 4.1914 7.1914  -0.340
F: 15.5842 6.5030 7.4784  -0.242
N: 3.7446 -2.0740 6.1823  -0.256
S: 3.2262 -2.8245 7.5771  0.556
O: 1.9115 -2.5257 8.1267  -0.280
O: 4.2676 -3.1339 8.5066  -0.297
F: 2.9601 -4.3567 7.0121  -0.240
S: 4.0464 -0.8176 6.8979  0.347
O: 5.3294 -0.7252 7.5835  -0.326
O: 3.0279 0.0487 7.4223  -0.278
F: 4.4208 0.0169 5.5908  -0.227
N: 13.3567 -1.2140 -3.4656  -0.271
S: 12.6007 -0.0402 -2.4345  0.525
O: 13.0847 1.3063 -2.2584  -0.269
O: 11.9645 -0.5664 -1.2526  -0.290
F: 11.4252 0.2779 -3.4341  -0.201
S: 14.4576 -1.3677 -2.4637  0.402
O: 14.2540 -2.0157 -1.1591  -0.309
O: 15.5638 -0.4202 -2.6213  -0.307
F: 14.9567 -2.7083 -3.2634  -0.280
N: 12.2498 -10.8838 4.9376  -0.314
S: 13.0292 -10.5362 6.1662  0.471
O: 12.9637 -11.3224 7.4051  -0.313
O: 13.2015 -9.1509 6.5190  -0.318
F: 14.5246 -10.9592 5.5478  -0.264
S: 10.9370 -11.5924 5.4941  0.528
O: 10.1057 -10.7638 6.3671  -0.301
O: 11.0161 -13.0126 5.7363  -0.275
F: 10.1119 -11.4710 4.1233  -0.217
N: 0.2658 -9.9502 -0.0810  -0.251
S: -1.0019 -9.3792 0.3310  0.342
O: -1.4065 -8.1519 -0.3366  -0.305
O: -1.4306 -9.6919 1.6782  -0.297
F: -1.8683 -10.4644 -0.5142  -0.240
S: 1.1558 -8.7701 0.8012  0.603
O: 1.3039 -8.9134 2.2499  -0.293
O: 1.3115 -7.4491 0.1988  -0.304
F: 2.5436 -9.4655 0.3359  -0.254

Forces on atoms 1 to 6 (eV/Å):
1.426 -0.041 -1.834
-0.044 -6.109 -0.719
-1.909 6.149 2.051
1.136 -1.905 -1.199
-0.275 0.775 -0.026
0.168 0.900 0.378

The max |F| comes out at 11.3 eV/Å. The relative energy (zero: lowest compared OMol25 entry of this formula, charge and spin) comes out at 123.5 kcal per mole. The calculation puts the HOMO-LUMO gap at 0.711 eV. Its HOMO energy is -7.3 eV.